No. 1
Formula: CF2N5
Source: the OMol25 dataset
Level of theory: ωB97M-V/def2-TZVPD

relative energy (zero: lowest compared OMol25 entry of this formula, charge and spin) = 284.26 kJ/mol
HOMO energy = -5.042 eV
spin multiplicity = 1
Kohn-Sham gap = 8.08 eV
charge = -1
maximum force = 7.94 eV Å⁻¹

Geometry (Å):
C  1.30327  -0.22333  0.47641
N  -0.82582  0.62870  0.87503
N  0.41103  0.24081  1.19674
N  -1.47460  -0.43421  -1.17959
N  -1.34640  0.17350  -0.20696
N  2.21489  -0.23093  -0.24409
F  2.80299  -1.39493  -0.86410
F  -3.08535  1.24038  -0.05344

What are the Mulliken partial charges on each atom? They are as follows, in elementary charge units:
1. C 0.455
2. N -0.367
3. N -0.202
4. N -0.345
5. N 0.719
6. N -0.277
7. F -0.184
8. F -0.798

No. 2
Formula: C26H23N2O2PS2Tm
Source: the OMol25 dataset
Level of theory: ωB97M-V/def2-TZVPD

HOMO energy (alpha / beta) = -14.580 / -14.558 eV
⟨S²⟩ = 2.024
spin multiplicity = 3
Kohn-Sham gap (alpha / beta) = 4.01 / 3.76 eV
charge = +3
maximum force = 8.09 eV Å⁻¹

Geometry (Å):
O  -5.15971  -0.83299  3.20378
C  -5.87738  0.42518  3.58456
C  -5.45573  1.61215  2.48414
C  -4.11065  1.03845  1.72090
C  -4.28547  0.39821  0.20934
C  -2.90818  -0.14684  -0.52079
C  -1.45054  -0.07438  0.22661
C  -1.31953  0.55837  1.76869
C  -2.68572  1.12857  2.54649
P  -2.48241  1.87151  4.30224
S  -1.44620  3.55934  4.20813
N  -0.11683  -0.51759  -0.39297
C  0.27661  0.65052  -1.28257
O  1.48665  0.42877  -2.08875
C  2.30868  1.64194  -2.21553
C  1.76938  3.18334  -2.35806
C  2.76231  4.52015  -2.45132
C  4.39930  4.33952  -2.41669
C  4.97203  2.77327  -2.31665
C  3.96797  1.44782  -2.21696
C  -0.25926  -1.81207  -1.16187
C  -1.53044  -2.22332  -2.13421
C  -1.58628  -3.68634  -2.87799
C  -0.40409  -4.82962  -2.70776
C  0.89068  -4.43050  -1.78430
C  0.94354  -2.96817  -1.04203
C  2.29594  -2.67321  -0.09645
C  3.45973  -1.85164  -0.82383
C  4.80529  -1.45528  0.00546
C  4.73073  -2.05545  1.51866
C  3.44109  -2.89174  1.97533
N  2.17361  -3.23758  1.27336
S  -2.89711  -0.89551  -2.27850
H  -4.29828  -0.90984  3.74831
H  -7.03360  0.18288  3.54499
H  -5.50027  0.68819  4.67824
H  -6.35246  1.81357  1.72877
H  -5.16069  2.61960  3.02117
H  -5.31127  0.34584  -0.38558
H  -0.24356  0.58892  2.28355
H  -1.72617  0.93288  5.13656
H  -3.75014  2.11645  4.98772
H  -0.63582  0.88397  -2.00217
H  0.34985  1.59516  -0.55649
H  0.59867  3.40965  -2.39406
H  2.34381  5.63293  -2.52021
H  5.18022  5.21894  -2.44953
H  6.15984  2.68208  -2.29998
H  4.45864  0.38710  -2.15538
H  -2.51600  -4.00200  -3.55359
H  -0.41503  -5.89789  -3.19042
H  1.79024  -5.19518  -1.62980
H  3.35211  -1.52910  -1.95026
H  5.69914  -0.84440  -0.43816
H  5.62148  -1.87471  2.26756
H  3.49225  -3.32576  3.08905
Tm  3.18903  1.48583  -4.82079

What are the Mulliken partial charges on each atom? They are as follows, in elementary charge units:
1. O -0.503
2. C -0.208
3. C -0.817
4. C 0.800
5. C -0.638
6. C 0.383
7. C -0.402
8. C -0.385
9. C -0.058
10. P 0.224
11. S -0.023
12. N 0.397
13. C -0.540
14. O -0.007
15. C 0.192
16. C -0.211
17. C -0.447
18. C -0.370
19. C -0.470
20. C -0.245
21. C -0.135
22. C 0.444
23. C -0.403
24. C -0.463
25. C -0.409
26. C 0.041
27. C -0.090
28. C -0.025
29. C -0.381
30. C -0.400
31. C -0.127
32. N -0.414
33. S -0.155
34. H 0.323
35. H 0.312
36. H 0.148
37. H 0.365
38. H 0.255
39. H 0.302
40. H 0.306
41. H 0.219
42. H 0.170
43. H 0.284
44. H 0.432
45. H 0.363
46. H 0.372
47. H 0.377
48. H 0.379
49. H 0.380
50. H 0.304
51. H 0.341
52. H 0.350
53. H 0.312
54. H 0.276
55. H 0.310
56. H 0.342
57. Tm 1.625

No. 3
Formula: C5H7NO
Source: the OMol25 dataset
Level of theory: ωB97M-V/def2-TZVPD

relative energy (zero: lowest compared OMol25 entry of this formula, charge and spin) = 272.25 kJ/mol
HOMO energy = -8.682 eV
spin multiplicity = 1
Kohn-Sham gap = 9.45 eV
charge = 0
maximum force = 0.54 eV Å⁻¹

Geometry (Å):
O  2.57720  0.13827  -0.91130
C  1.47091  0.18208  -0.12522
C  0.51170  1.09528  -0.27285
C  -0.85768  0.83068  0.28793
C  -1.45680  -0.45360  -0.37530
C  -0.92522  -1.02279  0.91243
N  -0.68291  0.06091  1.55422
H  3.11889  -0.61009  -0.64387
H  1.43302  -0.56267  0.66265
H  0.66550  1.90311  -0.97603
H  -1.49243  1.72176  0.34197
H  -1.05535  -0.76256  -1.34495
H  -2.55122  -0.48410  -0.39448
H  -0.75560  -2.03627  1.28480

What are the Mulliken partial charges on each atom? They are as follows, in elementary charge units:
1. O -0.486
2. C -0.080
3. C -0.685
4. C 0.189
5. C -0.475
6. C -0.211
7. N -0.601
8. H 0.348
9. H 0.366
10. H 0.325
11. H 0.402
12. H 0.256
13. H 0.284
14. H 0.369

No. 4
Formula: C33H69Br2F3N4O10P3S
Source: the OMol25 dataset
Level of theory: ωB97M-V/def2-TZVPD

HOMO energy = -10.461 eV
spin multiplicity = 1
Kohn-Sham gap = 7.17 eV
charge = +1
maximum force = 0.87 eV Å⁻¹

Geometry (Å):
C  7.55041  2.24089  0.30943
O  7.80958  1.01666  0.95406
C  6.82698  0.03082  0.72641
C  6.87871  -0.58123  -0.68315
C  5.74669  -0.10014  -1.59455
C  4.40591  -0.77313  -1.26807
C  3.17860  0.05181  -1.66709
C  2.69190  -0.19426  -3.10520
C  1.17992  -0.14028  -3.36946
C  0.13353  -1.06994  -2.67200
P  0.97978  -2.67737  -2.08192
S  1.35059  -2.69372  -0.17968
C  -0.61984  -0.44748  -1.51456
N  -0.06609  0.24950  -0.55947
C  0.45514  1.40020  -0.43532
C  1.34911  1.66076  0.72684
C  0.16224  2.54296  -1.36473
N  -1.89801  -0.77563  -1.50869
C  -2.82705  -0.26963  -0.50089
C  -3.10897  -1.28242  0.61242
C  -4.45449  -1.07680  1.27621
F  -5.44941  -1.43010  0.42773
Br  -4.71895  0.79799  1.73263
C  -4.65127  -1.90132  2.57690
F  -3.99924  -1.34269  3.58480
F  -5.94174  -1.91986  2.87078
Br  -4.05156  -3.73087  2.39092
C  -2.23738  -1.71774  -2.60537
O  -2.04341  -3.03689  -2.09902
C  -3.67848  -1.63006  -3.09082
C  -4.62586  -2.68704  -2.53436
O  -5.91074  -2.24844  -2.95463
C  -1.11635  -1.34177  -3.64109
P  -1.72156  0.19804  -4.51014
N  -2.54545  0.06350  -5.81967
P  -0.64389  -2.76361  -4.82711
N  -2.13611  -3.49737  -5.15154
O  -0.28576  -2.00040  -6.22915
H  7.72672  2.18432  -0.77310
H  6.51086  2.55991  0.47687
H  8.21763  2.98655  0.73924
H  6.97457  -0.72942  1.49402
H  5.82668  0.46722  0.89795
H  7.85509  -0.35188  -1.11461
H  6.77759  -1.66628  -0.57928
H  5.65076  0.98985  -1.52201
H  6.01760  -0.33244  -2.62998
H  4.35632  -1.03266  -0.20676
H  4.38896  -1.72962  -1.80568
H  3.47376  1.10788  -1.61707
H  2.37744  -0.08782  -0.94301
H  3.12349  -1.11521  -3.50554
H  3.09588  0.60688  -3.73055
H  1.07460  -0.36676  -4.43456
H  0.87013  0.89562  -3.23585
H  0.12406  -3.70486  -2.43864
H  2.04847  -2.79865  -2.97180
H  0.87258  2.35628  1.42440
H  2.26180  2.13571  0.35791
H  1.58613  0.73906  1.25183
H  0.49223  2.36491  -2.38789
H  0.70664  3.41332  -0.99966
H  -0.89876  2.80198  -1.34913
H  -2.39715  0.63272  -0.07302
H  -3.75307  0.03531  -0.98883
H  -2.35705  -1.18266  1.40128
H  -3.06428  -2.30721  0.24412
H  -1.56683  -3.01384  -1.25472
H  -3.66780  -1.76363  -4.17013
H  -4.10686  -0.64103  -2.91300
H  -4.38404  -3.65843  -2.96836
H  -4.59105  -2.74816  -1.44359
H  -6.53424  -2.98412  -2.90503
H  -0.58367  0.98479  -4.71324
H  -2.36506  0.90320  -3.46913
H  -2.77251  -0.86098  -6.15219
H  -2.63487  -3.10321  -5.94471
H  -1.99852  -4.48261  -5.35301
H  -0.50854  -1.06186  -6.33568
C  -4.00014  -3.15200  10.80100
O  -5.11821  -3.01031  9.95631
C  -5.79450  -1.78381  10.15839
C  -6.68517  -1.46319  8.98049
O  -5.99230  -0.94010  7.85681
C  -5.28012  -1.86542  7.05558
C  -6.15540  -2.69137  6.13971
O  -6.75776  -3.75859  6.84270
C  -7.86248  -4.29728  6.15534
H  -4.28791  -3.12656  11.85856
H  -3.54702  -4.11708  10.58353
H  -3.26220  -2.36131  10.62023
H  -5.07065  -0.97048  10.29784
H  -6.41719  -1.85322  11.06147
H  -7.36390  -0.66617  9.28985
H  -7.28215  -2.33671  8.70887
H  -4.64776  -2.51895  7.66155
H  -4.63433  -1.25110  6.42330
H  -5.53279  -3.09678  5.32811
H  -6.92518  -2.04737  5.69391
H  -8.64833  -3.54606  6.01408
H  -8.25562  -5.11341  6.75766
H  -7.57262  -4.68949  5.17229
C  2.87148  6.20985  -4.95368
O  3.50357  5.77186  -3.77005
C  2.71086  4.88013  -3.02574
C  3.56334  4.10522  -2.04316
O  4.26512  3.01757  -2.62807
C  5.43822  3.33436  -3.37398
C  6.63562  3.66117  -2.51253
O  6.54363  4.98345  -2.02508
C  7.40047  5.21377  -0.92755
H  1.93681  6.73928  -4.73672
H  3.55554  6.89183  -5.45225
H  2.65585  5.36741  -5.62116
H  2.20455  4.16755  -3.69487
H  1.94510  5.44643  -2.47151
H  2.89551  3.62713  -1.32074
H  4.23074  4.77321  -1.49533
H  5.24611  4.14187  -4.08259
H  5.66968  2.42829  -3.93716
H  7.54552  3.54933  -3.11831
H  6.68838  2.95069  -1.67578
H  7.14702  4.56132  -0.08320
H  7.27245  6.25115  -0.62741
H  8.44965  5.04876  -1.19591

Here are the Mulliken charges for atoms 1 to 99, given in e:
1. C -0.830
2. O -0.465
3. C -0.496
4. C -1.022
5. C 0.491
6. C -2.086
7. C 3.081
8. C -1.954
9. C -0.929
10. C 1.349
11. P 0.122
12. S -0.331
13. C -0.609
14. N 0.238
15. C 0.847
16. C -1.211
17. C -1.094
18. N 0.733
19. C -2.141
20. C -0.464
21. C 0.344
22. F -0.322
23. Br -0.057
24. C 0.545
25. F -0.196
26. F -0.197
27. Br -0.076
28. C -0.438
29. O -0.669
30. C -1.512
31. C -0.529
32. O -0.549
33. C 1.000
34. P 0.748
35. N -0.909
36. P 0.182
37. N -0.402
38. O -0.541
39. H 0.605
40. H 0.392
41. H 0.218
42. H 0.327
43. H 0.337
44. H 0.464
45. H 0.396
46. H -0.388
47. H 0.410
48. H 0.459
49. H 0.351
50. H -0.966
51. H -0.823
52. H 0.697
53. H 0.292
54. H 0.788
55. H -0.614
56. H 0.279
57. H 0.169
58. H 0.465
59. H 0.265
60. H 0.315
61. H 0.146
62. H 0.630
63. H 0.357
64. H 0.581
65. H 0.704
66. H 0.485
67. H 0.421
68. H 0.699
69. H 0.647
70. H 0.272
71. H 0.339
72. H 0.121
73. H 0.379
74. H 0.090
75. H 0.024
76. H 0.300
77. H 0.212
78. H 0.297
79. H 0.433
80. C -0.766
81. O -0.253
82. C -0.548
83. C -0.425
84. O -0.472
85. C -0.366
86. C -0.245
87. O -0.315
88. C -0.758
89. H 0.317
90. H 0.233
91. H 0.317
92. H 0.336
93. H 0.428
94. H 0.381
95. H 0.198
96. H 0.257
97. H 0.274
98. H 0.170
99. H 0.357

No. 5
Formula: C4H13NO2
Source: the OMol25 dataset
Level of theory: ωB97M-V/def2-TZVPD

relative energy (zero: lowest compared OMol25 entry of this formula, charge and spin) = 132.05 kJ/mol
HOMO energy = -8.819 eV
spin multiplicity = 1
Kohn-Sham gap = 9.75 eV
charge = 0
maximum force = 3.03 eV Å⁻¹

Geometry (Å):
C  0.93051  0.50916  -2.62638
C  -0.10257  0.50697  -1.45324
C  0.01760  1.84280  -0.68351
C  -0.19481  1.58447  0.80828
O  0.86655  0.82751  1.36833
N  -1.40630  0.54967  -2.14038
H  1.94148  0.78157  -2.34337
H  0.47456  1.07305  -3.43185
H  0.94035  -0.50628  -3.03684
H  -0.08424  -0.36334  -0.80133
H  1.02194  2.23731  -0.82239
H  -0.68579  2.54280  -1.11177
H  -0.18903  2.54074  1.33852
H  -1.14772  1.07430  0.94417
H  1.37046  0.33664  0.71519
H  -1.85470  -0.00491  -2.84462
H  -1.63195  1.50573  -2.35071
H  0.16062  -5.18758  3.33390
H  0.43016  -4.89998  4.80085
O  -0.23459  -4.78534  4.11512

What are the Mulliken partial charges on each atom? They are as follows, in elementary charge units:
1. C -1.404
2. C 0.375
3. C -0.928
4. C -0.459
5. O -0.518
6. N -0.631
7. H 0.353
8. H 0.319
9. H 0.384
10. H 0.460
11. H 0.304
12. H 0.493
13. H 0.315
14. H 0.285
15. H 0.315
16. H 0.191
17. H 0.147
18. H 0.318
19. H 0.320
20. O -0.638

No. 6
Formula: H6N4
Source: the OMol25 dataset
Level of theory: ωB97M-V/def2-TZVPD

relative energy (zero: lowest compared OMol25 entry of this formula, charge and spin) = 234.12 kJ/mol
HOMO energy = -7.957 eV
spin multiplicity = 1
Kohn-Sham gap = 8.95 eV
charge = 0
maximum force = 2.85 eV Å⁻¹

Geometry (Å):
N  -1.98096  0.41375  -0.18838
N  0.75918  -1.51743  0.17390
N  -1.02903  -0.41273  0.01070
N  0.21248  -0.24995  -0.09476
H  -1.47908  1.40556  -0.25334
H  1.41315  3.09417  0.29477
H  0.17193  -2.25785  -0.24275
H  1.70553  -1.52443  -0.13990
H  -1.28811  -1.33800  0.30003
H  1.51491  2.38692  0.13972

What are the Mulliken partial charges on each atom? They are as follows, in elementary charge units:
1. N -0.735
2. N -0.520
3. N 0.446
4. N -0.174
5. H 0.268
6. H 0.138
7. H 0.240
8. H 0.252
9. H 0.230
10. H -0.144